[1]
{
  "formula": "C3H4F2KNO7S2",
  "method": "ωB97M-V with the def2-TZVPD basis set",
  "s_squared": 0.763,
  "e_homo_ev": [-14.466, -14.466],
  "spin_multiplicity": 2,
  "lumo_energy_ev": [-4.2, -9.5],
  "e_tot_ev": -62417.9483,
  "total_charge": 1,
  "elements": ["K", "N", "S", "O", "O", "F", "S", "O", "O", "F", "C", "C", "O", "C", "O", "O", "H", "H", "H", "H"],
  "xyz": [[-1.375, -1.223, 0.208], [-2.114, 0.830, 1.794], [-3.504, 1.486, 1.684], [-3.806, 2.516, 0.702], [-4.099, 1.626, 3.025], [-4.193, 0.190, 1.100], [-1.170, 2.321, 1.811], [-1.661, 3.368, 2.664], [-0.355, 2.728, 0.667], [0.094, 1.700, 2.665], [3.151, -1.672, -1.870], [2.171, -2.111, -0.819], [1.127, -1.153, -1.148], [1.204, -0.806, -2.384], [0.447, -0.087, -2.970], [2.412, -1.121, -2.841], [3.638, -2.594, -2.189], [3.862, -0.977, -1.424], [2.404, -1.903, 0.225], [1.767, -3.120, -0.899]]
}

=====

[2]
{
  "formula": "C50H76N6O3SSeSr",
  "method": "ωB97M-V with the def2-TZVPD basis set",
  "e_homo_ev": -6.912,
  "lumo_energy_ev": 0.2,
  "e_tot_ev": -145185.6526,
  "relative_energy_ev": 1.360,
  "elements": ["Sr", "C", "C", "C", "C", "C", "C", "C", "Se", "C", "C", "C", "C", "C", "C", "O", "C", "C", "C", "C", "C", "C", "C", "C", "C", "O", "C", "C", "C", "C", "C", "C", "H", "H", "H", "H", "H", "H", "H", "H", "H", "H", "H", "H", "H", "H", "H", "H", "H", "H", "H", "H", "H", "H", "H", "H", "H", "H", "H", "H", "H", "H", "H", "H", "H", "H", "H", "H", "H", "H", "H", "H", "C", "N", "C", "C", "N", "C", "C", "C", "C", "C", "C", "C", "C", "C", "N", "C", "N", "C", "C", "N", "C", "C", "C", "N", "C", "C", "H", "H", "H", "H", "H", "H", "H", "H", "H", "H", "H", "H", "H", "H", "H", "H", "H", "H", "H", "H", "H", "H", "H", "H", "H", "H", "H", "H", "H", "H", "C", "S", "C", "O", "H", "H", "H", "H", "H", "H"],
  "xyz": [[-0.269, -0.519, -1.115], [0.733, 7.183, -0.773], [-0.751, 6.832, -0.908], [-1.314, 7.518, -2.158], [-1.474, 7.342, 0.344], [-0.987, 5.339, -1.038], [0.015, 4.398, -1.087], [-0.291, 3.050, -1.182], [1.209, 1.862, -1.147], [1.436, 1.806, 0.765], [1.976, 2.924, 1.381], [2.179, 2.933, 2.750], [1.819, 1.779, 3.443], [1.275, 0.649, 2.862], [1.024, 0.645, 1.461], [0.441, -0.319, 0.840], [0.947, -0.524, 3.782], [2.206, -0.913, 4.574], [-0.169, -0.104, 4.749], [0.484, -1.794, 3.064], [2.764, 4.114, 3.511], [3.189, 5.253, 2.578], [4.001, 3.645, 4.295], [1.713, 4.670, 4.482], [-1.600, 2.533, -1.281], [-1.810, 1.256, -1.389], [-2.631, 3.527, -1.264], [-2.290, 4.855, -1.133], [-4.100, 3.147, -1.424], [-5.072, 4.333, -1.338], [-4.479, 2.161, -0.314], [-4.279, 2.529, -2.818], [0.845, 8.260, -0.654], [1.296, 6.882, -1.653], [1.166, 6.705, 0.103], [-1.171, 8.594, -2.107], [-2.377, 7.319, -2.260], [-0.814, 7.137, -3.046], [-1.296, 8.407, 0.472], [-1.108, 6.816, 1.223], [-2.545, 7.181, 0.274], [1.059, 4.679, -1.056], [2.187, 3.794, 0.774], [1.951, 1.776, 4.514], [2.546, -0.114, 5.226], [3.012, -1.161, 3.887], [1.997, -1.784, 5.192], [0.126, 0.749, 5.352], [-0.411, -0.930, 5.415], [-1.064, 0.165, 4.190], [1.214, -2.108, 2.324], [-0.469, -1.643, 2.563], [0.364, -2.590, 3.800], [3.904, 4.904, 1.836], [3.658, 6.046, 3.158], [2.324, 5.675, 2.071], [4.715, 3.178, 3.621], [3.733, 2.920, 5.058], [4.485, 4.488, 4.786], [0.844, 5.021, 3.929], [2.125, 5.504, 5.049], [1.381, 3.907, 5.182], [-3.090, 5.573, -1.105], [-4.991, 4.859, -0.388], [-6.086, 3.947, -1.423], [-4.914, 5.038, -2.152], [-4.526, 2.673, 0.644], [-3.729, 1.386, -0.246], [-5.445, 1.707, -0.513], [-3.547, 1.748, -2.992], [-4.134, 3.296, -3.577], [-5.278, 2.115, -2.925], [-3.122, -4.850, -3.004], [-3.689, -3.790, -2.206], [-5.116, -3.913, -2.016], [-2.922, -3.066, -1.308], [-1.810, -3.490, -0.787], [-1.789, -4.859, -0.510], [-2.799, -5.305, 0.331], [-3.018, -6.659, 0.572], [-2.284, -7.592, -0.105], [-1.228, -7.190, -0.952], [-0.507, -8.160, -1.679], [0.556, -7.791, -2.454], [0.987, -6.467, -2.450], [0.317, -5.473, -1.752], [0.918, -4.216, -1.762], [2.086, -4.138, -1.211], [3.029, -3.272, -1.647], [2.845, -2.545, -2.876], [4.070, -2.771, -0.781], [2.502, -4.918, -0.120], [1.520, -5.277, 0.877], [3.527, -5.916, -0.328], [-0.890, -5.808, -1.073], [-3.413, -1.845, -0.996], [-4.097, -1.010, -1.952], [-3.135, -1.259, 0.293], [-3.656, -4.872, -3.957], [-3.221, -5.835, -2.533], [-2.068, -4.653, -3.187], [-5.355, -4.895, -1.589], [-5.635, -3.819, -2.973], [-5.479, -3.148, -1.338], [-3.441, -4.569, 0.797], [-3.800, -6.956, 1.257], [-2.491, -8.647, 0.010], [-0.810, -9.195, -1.622], [1.097, -8.524, -3.036], [1.880, -6.195, -2.996], [1.977, -2.944, -3.396], [3.734, -2.660, -3.505], [2.693, -1.480, -2.674], [3.968, -3.201, 0.211], [3.979, -1.686, -0.708], [5.056, -3.029, -1.181], [0.733, -4.525, 0.880], [2.012, -5.276, 1.854], [1.072, -6.265, 0.713], [4.252, -5.564, -1.058], [3.097, -6.862, -0.689], [4.044, -6.111, 0.616], [-5.121, -0.794, -1.635], [-4.120, -1.499, -2.923], [-3.562, -0.064, -2.038], [-4.084, -1.045, 0.797], [-2.566, -0.331, 0.210], [-2.560, -1.965, 0.891], [5.925, 0.738, -2.412], [4.276, 1.445, -1.978], [4.837, 2.297, -0.455], [3.501, 0.277, -1.516], [6.309, 0.179, -1.569], [6.587, 1.551, -2.678], [5.783, 0.077, -3.260], [5.394, 3.183, -0.736], [5.443, 1.628, 0.144], [3.948, 2.580, 0.103]]
}

=====

[3]
{
  "formula": "C3H8NO",
  "method": "ωB97M-V with the def2-TZVPD basis set",
  "e_homo_ev": -14.703,
  "lumo_energy_ev": -3.3,
  "e_tot_ev": -6770.2567,
  "relative_energy_ev": 0.913,
  "total_charge": 1,
  "elements": ["C", "C", "N", "H", "H", "H", "H", "H", "H", "O", "C", "H", "H"],
  "xyz": [[-0.557, -1.081, -0.888], [-1.420, -2.053, -1.105], [-0.934, 0.173, -0.180], [0.507, -1.129, -1.033], [-1.026, -2.944, -1.575], [-2.473, -2.047, -0.858], [-1.612, -0.006, 0.560], [-0.071, 0.553, 0.266], [-1.312, 0.897, -0.792], [1.146, 1.423, 1.219], [2.233, 1.917, 1.403], [2.765, 2.475, 0.619], [2.754, 1.822, 2.365]]
}